1.
Formula: C30H28FeN5O4PS3
Source: OMol25
Level of theory: ωB97M-V with the def2-TZVPD basis set

- Expectation value of S²: 8.763
- Total charge: +1
- 2S+1: 6

Last column: Löwdin spin population.
CARTESIAN COORDINATES (ANGSTROEM)
Fe  -0.004262  0.394074  0.495796  4.150
S  1.218595  0.582111  -2.809486  0.011
S  1.822896  1.605553  1.685481  0.195
S  2.706182  -2.154417  -1.342255  0.008
P  -3.706756  -0.320511  1.910868  0.000
O  -1.202726  1.715855  1.500719  0.119
O  -1.609601  1.245197  -0.573536  0.105
O  2.143857  -0.353555  -3.389483  0.015
O  1.538702  1.987534  -2.829763  0.004
N  -4.160119  -0.224718  -5.045781  0.001
N  1.106619  3.355470  -0.143861  0.014
N  3.207056  2.511911  -0.442694  0.012
N  1.253042  -1.218438  0.541427  0.084
N  1.038677  0.132332  -1.233799  0.130
C  -3.487064  1.271628  0.919794  0.003
C  -2.474277  -1.466952  1.169514  0.011
C  6.451853  -0.119755  -0.097708  0.001
C  4.948411  1.452298  0.937568  0.006
C  -1.228250  1.447964  -3.626929  0.001
C  2.640878  -2.986570  0.180250  0.017
C  -2.187224  -1.507806  -0.202388  0.010
C  -1.451833  -2.561918  -0.747566  0.003
C  5.822745  0.074909  -1.319002  0.001
C  1.631722  -0.978554  -0.715930  0.022
C  2.091121  2.555457  0.270057  0.027
C  -2.897528  -0.022338  -4.563153  0.001
C  -2.977129  0.131456  3.529180  0.000
C  -1.998942  -1.096118  -4.448237  0.000
C  -0.355172  0.373663  -3.507092  0.002
C  6.015203  0.570419  1.024109  0.000
C  -3.851949  0.787994  4.394552  0.000
C  -2.064414  1.496436  0.583318  0.015
C  4.745472  0.941570  -1.415301  0.001
C  -1.307915  -3.582134  1.414058  0.004
C  -0.738946  -0.896411  -3.931775  0.001
C  -2.486561  1.253508  -4.151837  0.000
C  -2.025413  -2.536655  1.963161  0.002
C  -1.674787  -0.109827  3.960976  0.000
C  4.308668  1.614759  -0.281818  0.002
C  -1.010034  -3.595697  0.053558  0.002
C  1.825578  -2.362273  1.048939  0.009
C  -2.124757  0.989856  6.048981  0.000
C  -1.250926  0.311324  5.209620  0.000
C  -3.426990  1.228134  5.639640  0.000
H  -0.914085  2.433788  -3.314398  0.000
H  -1.792674  1.321274  7.023834  0.000
H  6.518493  0.438423  1.972469  0.000
H  -4.095321  1.218428  0.019526  0.001
H  -4.363090  -1.080529  -5.530925  0.000
H  1.615559  -2.661711  2.062866  0.000
H  -0.032059  -1.715812  -3.879577  0.000
H  3.215245  -3.883290  0.341513  0.002
H  -0.974672  -0.646362  3.331025  0.001
H  -2.581341  -0.757879  -0.873521  0.000
H  -4.881012  0.952418  4.093158  0.000
H  6.165125  -0.450336  -2.200560  0.000
H  1.094809  3.717477  -1.085768  0.000
H  4.631742  2.016277  1.802331  0.003
H  4.236843  1.087100  -2.361506  0.000
H  -3.165619  2.090803  -4.252995  0.000
H  -2.295654  -2.079803  -4.790451  0.000
H  -1.255971  -2.571980  -1.811954  0.000
H  -4.118542  1.741876  6.293903  0.000
H  -0.451467  -4.417919  -0.374180  0.000
H  -0.235642  0.114267  5.528746  0.000
H  0.260911  3.381482  0.403960  0.000
H  -3.874857  2.050133  1.577042  0.001
H  7.292886  -0.795906  -0.023124  0.000
H  3.157639  2.953036  -1.353075  0.000
H  -0.990789  -4.401988  2.046072  0.000
H  -4.705967  0.571544  -5.323167  0.000
H  -2.274192  -2.561579  3.016586  0.000

Cartesian forces (eV/Å) of the 3 atoms listed first:
0.574 0.870 0.000
-0.017 0.101 -0.035
0.030 -0.144 -0.105


2.
Formula: C3H5NaORb
Source: OMol25
Level of theory: ωB97M-V with the def2-TZVPD basis set

- Total charge: +1

Last column: Mulliken charge in e.
CARTESIAN COORDINATES (ANGSTROEM)
Rb  -1.219363  -2.464852  -1.500859  0.876
Na  4.840873  -0.581467  -0.372959  0.981
O  2.766724  -1.358647  0.155840  -0.730
C  -1.695040  0.430520  1.045948  -0.475
C  -1.763931  1.095615  -0.123654  -0.538
C  1.850815  -0.608063  -0.271919  0.030
H  2.289861  0.252574  -0.893191  -0.178
H  -2.575069  -0.035747  1.498139  0.284
H  -0.815762  0.393439  1.691117  0.231
H  -0.957550  1.664457  -0.590355  0.233
H  -2.721561  1.212174  -0.638103  0.287

Cartesian forces (eV/Å) of the 3 atoms listed first:
0.345 0.415 0.347
-0.652 -0.156 0.177
0.251 0.578 -0.199


The electronic energy results, record by record, are as follows: -4534.2403 -378.6350 Ha.